{
  "formula": "C12H15BCl2N6O2Pd",
  "method": "ωB97M-V with the def2-TZVPD basis set",
  "elements": ["C", "N", "N", "C", "C", "B", "N", "N", "C", "C", "C", "Pd", "N", "N", "C", "C", "C", "H", "H", "H", "H", "H", "H", "H", "H", "H", "H", "H", "C", "H", "H", "H", "Cl", "C", "Cl", "C", "O", "O", "H"],
  "xyz": [[0.294735, -1.660146, -2.445702], [-0.253507, -0.947436, -1.458464], [-1.456294, -0.425710, -1.896621], [-1.646619, -0.812780, -3.173293], [-0.563316, -1.604423, -3.555119], [-2.259926, 0.575941, -0.990839], [-2.452051, -0.104354, 0.409869], [-1.324785, -0.602185, 1.061176], [-1.689801, -1.066372, 2.264885], [-3.071910, -0.886815, 2.399612], [-3.517160, -0.274881, 1.223831], [0.598363, -0.383396, 0.409763], [-1.295793, 1.787593, -0.734276], [-0.043116, 1.509395, -0.211937], [0.612592, 2.665456, -0.022911], [-0.223767, 3.717207, -0.430739], [-1.404034, 3.125983, -0.891507], [1.617030, 2.661511, 0.379652], [-2.292979, 3.573686, -1.307910], [0.009860, 4.761665, -0.378716], [-3.287856, 0.902502, -1.493863], [-4.507594, 0.038290, 0.922859], [-2.526533, -0.478026, -3.707179], [-3.646851, -1.169991, 3.258157], [-0.408236, -2.060285, -4.508884], [-0.930214, -1.462034, 2.926466], [1.260173, -2.127881, -2.304063], [1.355709, 0.609858, 2.282445], [1.544343, -0.305445, 2.873874], [0.894864, -0.308647, 3.750535], [1.348247, -1.225073, 2.276184], [2.602348, -0.314402, 3.144260], [4.765911, -0.762830, 1.745780], [4.052431, -1.553965, 0.312110], [2.762701, -2.747981, 0.669013], [3.517139, -0.454662, -0.647175], [4.283673, -0.258293, -1.588531], [2.412262, 0.179971, -0.406067], [4.869962, -2.111045, -0.156677]],
  "forces_ev_per_a": [[-0.6, 0.4, -0.4], [-0.5, 0.2, 0.2], [0.8, -0.1, 0.7], [0.7, -0.2, 0.7], [0.1, 0.2, 0.4], [0.5, 0.0, 0.1], [1.1, -0.4, 0.3], [-0.1, 0.4, -0.5], [-0.6, 0.4, -0.4], [0.5, 0.0, -0.1], [1.3, -0.4, 0.1], [-2.9, 0.4, -1.0], [0.9, -0.4, 0.4], [-0.8, 1.1, -0.2], [-0.9, 0.1, -0.2], [0.1, -0.6, 0.0], [1.0, -0.6, 0.6], [-0.2, 0.2, -0.1], [0.0, -0.1, 0.0], [0.0, 0.2, -0.1], [0.1, 0.0, 0.1], [0.2, 0.0, 0.0], [0.1, -0.2, 0.0], [-0.2, 0.0, 0.1], [0.0, -0.2, -0.2], [-0.4, -0.1, 0.0], [-0.2, -0.1, -0.2], [0.0, 0.2, 0.3], [-0.1, -0.1, -0.4], [0.1, 0.1, -0.2], [0.2, 0.1, 0.6], [-0.3, 0.0, -0.1], [-0.5, -0.2, -0.9], [1.0, -0.9, 0.6], [0.4, 0.7, -0.4], [-3.4, 1.3, 1.6], [0.4, 0.2, -0.4], [2.7, -1.5, -0.9], [-0.3, 0.1, 0.0]],
  "mulliken_charge": [-0.272, 0.214, 0.245, 0.009, -1.172, 0.001, 0.080, 0.286, -0.172, -1.209, 0.036, -0.053, -0.011, 0.543, -0.304, -1.154, -0.035, 0.513, 0.487, 0.441, 0.008, 0.498, 0.486, 0.428, 0.430, 0.524, 0.487, 0.194, -0.473, 0.403, -0.035, 0.268, -0.035, 0.004, -0.037, 0.448, -0.125, -0.388, 0.445],
  "fmax_ev_per_a": 4.0,
  "multiplicity": 3,
  "charge": 2,
  "mol_weight_g_mol": 463.4,
  "s2": 2.014,
  "homo_ev": [-15.7, -15.6],
  "orbital_gap_ev": [6.1, 4.1],
  "relative_energy_kj_mol": 0.0
}

***

{
  "formula": "C21H40F9N3NbO8S",
  "method": "ωB97M-V with the def2-TZVPD basis set",
  "elements": ["C", "N", "C", "C", "O", "C", "Nb", "N", "C", "C", "C", "F", "F", "C", "F", "F", "S", "F", "F", "F", "F", "F", "N", "C", "O", "H", "H", "H", "H", "H", "H", "H", "H", "H", "H", "H", "H", "H", "H", "H", "H", "O", "C", "O", "C", "C", "C", "H", "H", "H", "H", "H", "H", "H", "H", "O", "C", "O", "C", "C", "C", "H", "H", "H", "H", "H", "H", "H", "H", "O", "C", "O", "C", "C", "C", "H", "H", "H", "H", "H", "H", "H", "H"],
  "xyz": [[0.917904, 1.888957, -1.855168], [0.765427, 0.602115, -2.570033], [2.064962, 0.080012, -3.045754], [0.305450, -0.359899, -1.544406], [1.138384, -0.814470, -0.771145], [-1.164420, -0.760979, -1.388175], [-2.086242, -1.895908, -3.139678], [-3.751109, -2.449263, -1.909795], [-1.128391, -3.889795, -2.593124], [-0.074330, -3.829195, -1.435843], [0.386978, -5.272782, -0.941408], [1.644566, -5.465949, -1.550177], [-0.395586, -6.291565, -1.433024], [0.668366, -5.359879, 0.604164], [1.346457, -4.232823, 0.957337], [1.581871, -6.387679, 0.789242], [-0.789890, -5.745437, 1.701365], [0.251706, -6.212977, 2.892830], [-0.678917, -4.227557, 2.344638], [-1.877526, -5.150496, 0.667724], [-0.932418, -7.258226, 1.165161], [-2.011328, -6.048112, 2.730816], [-0.522234, -1.396989, -4.536845], [-1.094083, -1.361412, -5.658521], [-1.658784, -1.132505, -6.643620], [0.981682, 2.766270, -2.552266], [1.801350, 1.857504, -1.152566], [-0.031621, 2.041724, -1.269326], [2.038846, -1.038401, -3.130219], [2.328101, 0.440705, -4.077819], [2.899290, 0.318455, -2.332839], [-1.339761, -1.275598, -0.405521], [-1.741788, 0.208989, -1.307262], [-3.049030, -0.396939, -3.570404], [-2.913781, -2.741358, -4.534507], [-4.502966, -1.766979, -2.029345], [-4.075834, -3.381002, -2.187421], [-0.607451, -4.288197, -3.510682], [-1.948589, -4.621008, -2.365152], [0.832601, -3.280910, -1.785956], [-0.434880, -3.308731, -0.512769], [-2.176019, 1.071648, 1.028911], [-3.006372, 0.707092, 1.817606], [-2.623974, 0.136010, 2.975180], [-3.498694, -0.126427, 4.076901], [-4.167605, -1.479856, 3.938245], [-4.476335, 0.781089, 1.496019], [-4.219579, 0.681940, 4.211142], [-2.871352, -0.125114, 4.964600], [-4.807584, -1.525055, 3.055500], [-4.776322, -1.699423, 4.817637], [-3.417101, -2.265215, 3.825341], [-4.788800, -0.149839, 1.021278], [-4.633043, 1.602787, 0.797954], [-5.099982, 0.990493, 2.363493], [4.914764, 2.551811, -2.769488], [4.736702, 3.738305, -2.804650], [3.673086, 4.239803, -3.463812], [3.244704, 5.600092, -3.377641], [3.952691, 6.465367, -4.400008], [5.737001, 4.697304, -2.208304], [3.352394, 5.984971, -2.361379], [2.174274, 5.594218, -3.591625], [5.028887, 6.497357, -4.223397], [3.567844, 7.486558, -4.372809], [3.807634, 6.062265, -5.404091], [6.468590, 4.974961, -2.967497], [6.250869, 4.191377, -1.391740], [5.281922, 5.588632, -1.780059], [-1.968006, 1.753246, 5.789097], [-0.797467, 1.766547, 5.500006], [-0.110858, 2.923322, 5.535037], [1.313408, 3.010187, 5.430477], [1.753658, 3.095494, 3.983424], [-0.101942, 0.528225, 4.997591], [1.799635, 2.191793, 5.965160], [1.599398, 3.928037, 5.948412], [1.484776, 2.196830, 3.427287], [2.834716, 3.231487, 3.917560], [1.263313, 3.934481, 3.486051], [-0.177884, 0.487607, 3.910040], [-0.603862, -0.342638, 5.417892], [0.939537, 0.460519, 5.306153]],
  "forces_ev_per_a": [[-0.7, 0.3, 0.2], [0.1, -0.6, 0.7], [0.8, -0.4, -0.6], [-0.6, -0.4, 1.5], [-0.2, -0.1, -0.5], [0.9, 1.9, 0.0], [0.9, -0.3, 1.5], [1.1, 0.4, -1.7], [0.0, -1.0, 0.1], [-0.7, -0.6, 0.5], [0.6, 1.4, -2.4], [-1.0, -0.3, 1.0], [0.6, 0.7, 1.2], [2.7, -0.8, -1.4], [-1.3, -1.1, -0.1], [-1.3, 0.7, 0.1], [-0.9, 1.4, 2.7], [-1.1, 0.0, -1.2], [-0.4, -1.4, -0.5], [1.0, -1.0, 0.4], [0.3, 1.5, 0.1], [1.0, 0.2, -0.9], [-2.3, -0.8, -2.2], [1.3, 0.9, 4.0], [-0.1, -0.3, -1.5], [0.2, -0.9, 0.4], [-0.8, 0.2, -0.6], [1.0, -0.1, -0.3], [-0.2, 1.0, 0.1], [-0.4, 0.1, 1.0], [-0.6, -0.1, -0.6], [0.4, 0.4, -0.9], [0.3, -0.9, -0.4], [-0.6, -0.1, -0.2], [-0.1, 0.1, -0.3], [0.1, -0.4, 0.1], [-0.1, 0.4, 0.4], [-0.5, 0.4, 0.7], [0.7, 0.5, 0.0], [-0.6, -0.6, 0.5], [0.1, -0.2, -0.9], [0.1, 0.0, 0.5], [-0.2, -0.1, -0.5], [0.5, 0.2, 0.2], [-0.3, -0.5, 0.1], [-0.1, -0.1, -0.3], [-0.3, 0.5, 0.1], [0.0, 0.0, -0.1], [0.0, 0.1, -0.2], [-0.1, 0.0, 0.1], [0.0, 0.0, 0.0], [0.0, 0.1, 0.1], [0.0, 0.0, 0.1], [0.1, -0.2, -0.1], [0.0, -0.2, 0.0], [-0.2, 0.2, -0.1], [0.4, -0.1, 0.0], [-0.4, -0.3, 0.0], [0.1, 0.2, -0.1], [0.2, 0.0, -0.1], [-0.1, 0.1, 0.6], [0.1, 0.0, 0.0], [0.1, -0.2, 0.0], [0.0, 0.1, 0.1], [0.0, 0.0, 0.0], [-0.1, 0.0, 0.1], [-0.1, 0.1, 0.0], [0.0, -0.1, -0.2], [0.0, 0.1, -0.2], [0.4, 0.5, 0.2], [-0.1, -0.4, -0.4], [-0.2, 0.4, 0.4], [0.2, 0.0, -0.3], [-0.1, -0.1, -0.2], [0.2, -0.3, 0.4], [-0.1, -0.1, -0.1], [-0.3, 0.0, 0.0], [0.1, 0.0, 0.0], [0.0, 0.0, 0.0], [0.1, 0.0, 0.1], [0.0, 0.0, 0.0], [-0.1, 0.1, -0.2], [0.1, 0.1, -0.2]],
  "mulliken_charge": [-0.661, 0.117, -0.728, 1.031, -0.735, -0.840, -1.038, -0.730, -0.703, -0.192, 1.017, -0.356, -0.297, 0.499, -0.208, -0.299, 1.234, -0.337, -0.314, -0.260, -0.285, -0.305, -0.600, 0.828, -0.506, 0.145, 0.257, 0.300, 0.220, 0.267, 0.263, 0.207, 0.530, 0.007, 0.020, 0.213, 0.213, 0.380, 0.459, 0.242, -0.055, -0.518, 0.754, -0.195, -0.300, -1.186, -1.216, 0.379, 0.277, 0.317, 0.398, 0.252, 0.239, 0.362, 0.386, -0.515, 0.785, -0.348, -0.391, -1.027, -1.046, 0.358, 0.334, 0.267, 0.367, 0.305, 0.266, 0.309, 0.342, -0.568, 0.824, -0.366, -0.382, -0.916, -1.048, 0.349, 0.294, 0.255, 0.353, 0.285, 0.230, 0.320, 0.414],
  "fmax_ev_per_a": 4.3,
  "charge": -1,
  "mol_weight_g_mol": 758.5,
  "homo_ev": -4.9,
  "orbital_gap_ev": 6.9,
  "relative_energy_kj_mol": 225.5
}

***

{
  "formula": "C27H32B2F4N8O4Sr",
  "method": "ωB97M-V with the def2-TZVPD basis set",
  "elements": ["Sr", "C", "C", "C", "C", "C", "C", "C", "N", "N", "C", "C", "C", "C", "C", "C", "N", "C", "C", "C", "C", "C", "C", "N", "H", "H", "H", "H", "H", "H", "H", "H", "H", "H", "H", "H", "H", "H", "H", "H", "H", "H", "H", "H", "C", "C", "N", "O", "B", "F", "F", "O", "N", "C", "C", "C", "N", "O", "B", "F", "F", "O", "N", "C", "C", "C", "H", "H", "H", "H", "H", "H", "H", "H", "H", "H", "H", "H"],
  "xyz": [[0.175361, 0.131448, -0.077063], [-2.998246, 0.398533, 2.442951], [-3.706103, 0.797707, 1.131100], [-3.146343, 1.962930, 0.393363], [-3.479959, 3.278328, 0.694785], [-2.971733, 4.344356, -0.085331], [-2.148404, 4.015823, -1.181671], [-1.802679, 2.682851, -1.352753], [-2.249277, 1.703438, -0.579062], [-1.805894, -0.483293, 2.259509], [-2.164075, -1.922882, 2.231005], [-2.705873, -2.343623, 0.863549], [-3.750995, -3.279832, 0.770015], [-4.202736, -3.639184, -0.509338], [-3.553581, -3.157740, -1.636558], [-2.603450, -2.204875, -1.429022], [-2.138876, -1.819246, -0.217332], [-0.934728, -0.253881, 3.460110], [-0.343502, 1.153332, 3.550488], [-0.117815, 1.749341, 4.806335], [0.384667, 3.050926, 4.899128], [0.741601, 3.721726, 3.725954], [0.390925, 3.107965, 2.533658], [-0.107634, 1.858056, 2.434214], [-3.692982, -0.153880, 3.123164], [-2.665776, 1.272964, 3.007500], [-4.761860, 1.015168, 1.376990], [-3.685226, -0.033164, 0.440467], [-4.198521, 3.459698, 1.480441], [-3.214591, 5.382545, 0.217614], [-1.808190, 4.759272, -1.957073], [-1.187876, 2.373579, -2.198475], [-2.929247, -2.177977, 3.039964], [-1.280546, -2.545328, 2.468866], [-4.056176, -3.870784, 1.654069], [-5.122545, -4.254388, -0.570072], [-3.747597, -3.546910, -2.627881], [-2.121038, -1.776321, -2.316572], [-0.102412, -0.968172, 3.459502], [-1.479347, -0.377418, 4.430493], [-0.279722, 1.148222, 5.737719], [0.623116, 3.506139, 5.845599], [1.101675, 4.753235, 3.711424], [0.582674, 3.608556, 1.589409], [1.241084, -3.161801, -3.642969], [1.220622, -2.450199, -2.333618], [0.566476, -1.327694, -2.197596], [0.076646, -0.780340, -3.315932], [0.961417, 0.219281, -3.935114], [2.196430, -0.383070, -4.079122], [0.307434, 0.495708, -5.133909], [1.048064, 1.555580, -3.180696], [1.587579, 1.500532, -1.923143], [2.905043, 1.623465, -2.010180], [3.561818, 2.447237, -3.127193], [3.689995, 0.906082, -0.973276], [2.971718, 0.547795, 0.067696], [3.677117, -0.287601, 0.908007], [2.756763, -1.202605, 1.676817], [3.272303, -1.315587, 2.905744], [1.331820, -0.701055, 1.884007], [2.483350, -2.514055, 0.970434], [1.730506, -2.148865, -0.110311], [1.984557, -2.852076, -1.165491], [3.154848, -3.785655, -1.313168], [5.076653, 0.408107, -1.152050], [1.963688, -2.624527, -4.282457], [1.648981, -4.210111, -3.546914], [0.306118, -3.076435, -4.221808], [2.749082, 2.650997, -3.831861], [3.872673, 3.402222, -2.683702], [4.402037, 1.937494, -3.620162], [3.936215, -3.303005, -1.850193], [3.445033, -4.131557, -0.317163], [2.818273, -4.660650, -1.937108], [5.104316, -0.694788, -1.303549], [5.536342, 0.865733, -2.035275], [5.680524, 0.624187, -0.229912]],
  "forces_ev_per_a": [[-2.2, 0.5, 1.6], [-0.1, -0.8, 0.1], [-0.6, -0.1, 0.7], [1.0, 0.7, -0.2], [0.1, 0.6, -0.8], [0.1, -0.6, 0.3], [-0.1, 1.1, -0.3], [-0.2, 0.4, -0.2], [0.2, -0.9, 0.3], [0.9, 0.2, 1.1], [-0.7, 0.0, 0.3], [-0.3, -0.6, 0.6], [0.5, -0.4, -0.4], [-0.9, -0.5, 1.1], [-0.7, -0.3, 0.3], [1.5, 0.3, -0.1], [0.1, 0.4, -0.8], [0.0, 0.3, 0.3], [-0.1, 0.9, 0.2], [0.1, -0.6, 0.7], [0.7, -0.6, -0.6], [-1.2, 0.1, -0.1], [0.4, -0.6, 0.0], [0.2, -0.1, -0.4], [0.1, 0.4, -0.5], [-0.2, 0.1, -0.3], [0.4, -0.1, -0.1], [-0.2, -0.2, 0.0], [0.0, 0.2, 0.1], [0.1, -0.8, -0.6], [-0.4, -0.7, 1.2], [0.0, 0.2, 0.1], [0.8, 0.3, -0.9], [-0.2, 0.4, -0.2], [-0.3, 0.9, -0.5], [1.0, 0.0, -0.2], [-0.3, 0.3, 0.0], [0.0, 0.0, 0.5], [-0.4, 0.1, 0.0], [0.1, -0.2, -0.7], [0.0, 0.7, -1.0], [-0.2, -0.1, 0.3], [0.1, -0.5, 0.1], [-0.1, 0.0, 0.0], [1.2, -0.8, -0.2], [-0.6, -1.1, -1.2], [0.1, 1.3, 0.2], [-0.4, -1.2, 1.5], [-0.9, 0.2, -3.3], [0.4, 0.7, 0.5], [1.0, 0.2, 1.3], [-0.3, -0.2, 2.1], [-0.1, -0.5, -2.2], [2.3, 0.6, 0.1], [-1.1, -0.8, 0.5], [-0.7, 0.1, -0.3], [0.6, -1.8, 0.8], [-2.1, 0.8, -1.6], [-1.8, 1.3, 2.7], [0.3, -0.8, -0.4], [2.1, 0.0, -0.9], [-0.6, 1.2, -2.3], [1.2, -0.3, 2.9], [0.8, -0.8, -2.1], [-2.2, -1.5, 0.4], [0.9, 0.3, -0.1], [-0.1, -0.1, 0.2], [-0.9, 1.1, -0.2], [0.2, -0.2, 0.6], [0.6, 0.1, -0.1], [0.2, -0.2, 0.0], [-0.3, 0.2, 0.3], [0.8, 0.5, -0.4], [0.3, 0.1, -0.4], [0.5, 0.8, 0.7], [-0.2, 0.7, 0.2], [0.0, -0.1, 0.4], [-0.5, -0.2, -0.9]],
  "mulliken_charge": [1.801, -1.022, -0.954, 0.351, -0.696, -0.497, -0.825, -0.230, 0.042, 0.780, -0.967, 0.691, -1.175, -0.462, -1.008, -0.505, 0.606, -1.490, 0.520, -0.790, -0.620, -0.918, -0.302, 0.578, 0.472, 0.668, 0.550, 0.132, 0.494, 0.424, 0.389, 0.581, 0.343, 0.401, 0.417, 0.396, 0.480, 0.552, 0.596, 0.442, 0.403, 0.441, 0.448, 0.425, -1.326, 0.137, 1.221, -0.616, 0.580, -0.339, -0.292, -0.412, 0.653, -0.431, -1.335, 0.477, 0.337, -0.342, 0.438, -0.235, -0.101, -0.551, 0.556, -0.237, -1.495, -1.065, 0.295, 0.377, 0.358, 0.371, 0.405, 0.404, 0.336, 0.404, 0.499, 0.169, 0.440, 0.356],
  "fmax_ev_per_a": 3.5,
  "charge": 2,
  "mol_weight_g_mol": 717.8,
  "homo_ev": [-14.1, -14.1],
  "orbital_gap_ev": [3.9, 3.7],
  "relative_energy_kj_mol": 0.0
}